# 1
Molecular formula: C52H42Cl2INO10S
Method: DFT, ωB97M-V with the def2-TZVPD basis set

CARTESIAN COORDINATES (ANGSTROEM)
1 C 6.72364 3.40737 6.83569
2 H -8.27647 -5.59375 -5.01457
3 C 12.92665 2.92015 3.51010
4 C 0.52918 2.32080 -1.13055
5 H -9.08603 -1.46922 -6.96344
6 C 4.93809 4.67740 5.81522
7 H -7.47887 -0.67024 -2.17577
8 H -8.62282 -4.18100 -3.81609
9 C 6.28849 2.25969 6.17106
10 C 14.28075 4.73782 5.14473
11 C 6.05464 4.61694 6.65030
12 C 8.63346 2.64984 3.57972
13 C -8.72207 -2.00560 -5.96083
14 O 12.85344 1.24395 1.86748
15 C 5.17274 2.31885 5.32720
16 H -9.66445 -4.02022 -6.47965
17 H -7.22399 -0.40547 -4.02447
18 C -0.27801 1.19409 -1.33498
19 O 10.09765 4.51021 5.06834
20 C -1.53200 1.33675 -1.92706
21 C 3.51250 1.16195 3.78211
22 H 1.54533 -0.85689 1.86656
23 H 6.39926 5.51343 7.16106
24 H -5.92895 -5.16213 -5.14494
25 H -7.86853 -3.84015 -7.05882
26 O 1.32756 -0.27021 -0.44498
27 C 3.06352 0.00576 3.13022
28 H 8.06555 3.29269 4.25042
29 H 3.61966 -0.92617 3.21734
30 C -2.40942 0.16375 -2.11026
31 H -5.98378 -3.27642 -4.86382
32 C -1.08685 -3.67705 -0.79145
33 C 1.17203 1.23029 2.25638
34 H -3.80099 -2.15284 -2.16085
35 H -12.62034 -3.59798 -2.48282
36 Cl -6.28793 -6.78722 -2.32845
37 C -1.16339 3.72155 -2.13936
38 O 2.68269 4.64363 4.16329
39 C 0.20787 -0.13811 -0.92359
40 H 0.25568 1.25680 1.67067
41 C -11.18025 -2.19631 -4.70154
42 H 10.62416 0.33585 1.18336
43 C 10.73080 3.74202 4.35473
44 C -2.80053 -2.26552 -1.74637
45 N -11.17469 -3.60681 -4.16881
46 H -11.67437 -4.86889 -5.99250
47 C -0.24050 -2.57345 -0.67542
48 H -9.85403 -0.35070 -4.87716
49 C -8.06496 -4.43656 -4.81224
50 C 2.80183 2.35440 3.65401
51 H 6.81884 1.32003 6.31654
52 C 12.88542 4.71144 5.13661
53 H -11.07764 -2.56695 -2.15853
54 H 8.15523 0.17703 1.29013
55 H -8.67591 0.55684 -3.13125
56 H 0.75702 -2.70121 -0.25870
57 H 14.80622 5.44905 5.77826
58 H -7.60824 -1.60563 -5.80296
59 C -9.65733 -1.51562 -4.70704
60 H 14.89534 2.25665 2.90172
61 C 14.32653 2.94422 3.52552
62 O -4.66455 -4.28240 -2.25921
63 C -2.36909 -3.52180 -1.31754
64 C 4.73044 1.10389 4.61435
65 C 7.96150 1.72098 2.78223
66 H 4.41759 5.62383 5.67963
67 O -8.96154 -1.62450 -3.41536
68 H -1.50832 4.70336 -2.45634
69 H 0.70897 4.45695 -1.36446
70 H 7.58622 3.35753 7.49649
71 C -6.45215 -4.29198 -4.51923
72 H -3.03328 -4.37961 -1.39620
73 C 10.74757 1.90811 2.66777
74 C 10.02973 2.74741 3.51847
75 O -3.50673 0.28560 -2.64248
76 C -0.67814 -1.30846 -1.08891
77 C -8.05816 -0.45485 -3.19058
78 C 12.22181 1.97215 2.62443
79 I -12.10710 -1.91067 -6.65709
80 H 1.05736 3.31117 2.79815
81 O -13.22005 -6.38778 -3.39945
82 C -1.95109 -1.15779 -1.63758
83 O -7.08537 -4.01051 -1.71119
84 H 12.32999 5.40466 5.76588
85 C 1.89452 0.04275 2.36869
86 C 8.67895 0.89567 1.91678
87 H 16.08847 3.86079 4.36314
88 H 1.50480 2.22060 -0.65753
89 H -11.80078 -1.52733 -3.93169
90 S -6.09542 -4.70901 -2.70479
91 H -10.87953 -4.43842 -2.07533
92 H -13.22104 -4.20631 -4.95696
93 H 6.87770 1.64329 2.83521
94 C 0.08278 3.58269 -1.52891
95 H -0.74720 -4.65780 -0.46574
96 H -2.94568 2.71847 -2.81196
97 C -12.10772 -5.97532 -4.05289
98 C -11.44299 -3.57704 -2.68006
99 C 1.62564 2.38728 2.89352
100 C 4.48917 3.52271 5.16111
101 C -1.97193 2.60165 -2.33916
102 O 5.36348 0.05945 4.71735
103 C 15.00091 3.84878 4.34725
104 C 10.07037 0.98685 1.85783
105 C 12.20685 3.79230 4.32580
106 C 3.28167 3.58572 4.31254
107 C -12.08704 -4.54425 -4.92014
108 Cl -10.57604 -7.05924 -4.02634
109 C -8.59393 -3.63244 -6.13907

Computed properties:
Orbital gap = 8.1 eV
Highest occupied orbital energy = -9.446 eV
SMILES = CO[C@@H](CCCCS(=O)(=O)Cl)[C@@H](I)N(C)CC(=O)Cl.O=C1c2ccccc2C(=O)c2ccccc21.O=C1c2ccccc2C(=O)c2ccccc21.O=C1c2ccccc2C(=O)c2ccccc21
LUMO energy = -1.4 eV
Total charge = 0
Total energy = -4429.94809 hartree

Results of the Mulliken charge analysis, in e, for atoms 1 through 4: number 1, C, carries -0.447; number 2, H, carries 0.354; number 3, C, carries 0.131; number 4, C, carries -0.544

# 2
Molecular formula: C52H43BaClN3O4PSi
Method: DFT, ωB97M-V with the def2-TZVPD basis set

CARTESIAN COORDINATES (ANGSTROEM)
1 H 1.13061 5.41150 -5.99743
2 H 6.28665 3.44054 -3.43569
3 C 1.13740 -6.55956 -0.75271
4 C 0.18464 -2.00204 -3.84007
5 C 3.05048 3.11062 0.11275
6 C 3.24439 -2.40400 -3.93368
7 H -4.07934 5.62352 2.30153
8 C -1.00076 4.49575 3.08868
9 H -0.22554 -4.01946 -4.47237
10 H 2.40382 4.05190 -4.40202
11 C -3.24664 3.77990 1.63280
12 H 4.22470 3.83025 -2.15092
13 H 4.50743 -0.00559 -5.25992
14 O -2.14559 1.79338 0.93962
15 C -4.10571 -4.37547 -0.96575
16 N 0.30518 1.20136 2.76583
17 H -5.12686 -5.38580 0.65214
18 C -2.06246 -2.35361 2.15256
19 C 0.60923 4.87576 -5.21539
20 C -0.27328 -0.68280 -3.89163
21 C 5.52925 1.69628 -4.43344
22 C -2.71417 -2.99650 1.02353
23 C -3.16314 -3.43863 -1.31672
24 H 0.45252 4.90282 -1.12672
25 H 2.13109 -2.38991 -5.77507
26 C -3.68711 -3.95838 1.34192
27 O 1.71242 -1.16888 -1.72355
28 C 0.30177 -4.41219 -1.42370
29 H -1.29835 -1.38174 4.25642
30 C -0.70398 -0.95322 3.43953
31 H 2.91849 5.71863 2.26692
32 H -4.64320 -4.90565 -1.74370
33 H -0.49696 -3.68416 -1.44587
34 C 1.59554 5.41855 0.60585
35 C -2.13675 -1.34153 -5.25452
36 H 0.33996 -1.24335 3.58957
37 Cl -1.57350 2.67836 -1.95799
38 C 5.50497 -2.50847 -5.58816
39 H -3.04054 -1.08847 -5.79401
40 H 3.62081 2.20627 -0.06966
41 H -2.50949 4.30968 -4.01711
42 C 2.00299 3.46020 -0.74521
43 C 3.19656 2.12764 -2.97027
44 C -0.77258 4.95104 -5.11928
45 C 1.27298 4.61599 -0.48113
46 Ba -0.47238 0.17538 0.11963
47 C 0.69018 3.40670 -3.28831
48 C 0.17771 2.41372 2.39225
49 C -2.14654 2.89477 1.63406
50 C -0.69903 3.50244 -3.21998
51 C 5.44584 2.76909 -3.55454
52 H -2.42969 -2.70892 3.12573
53 H 3.49228 -4.85840 -2.48454
54 C 4.23627 -2.47494 -6.14746
55 C -4.38217 -4.65140 0.37814
56 H 0.99141 -7.51020 -0.25511
57 O 3.20208 -1.99751 -0.41937
58 H -1.33962 5.54411 -5.82451
59 H -3.88818 -4.15319 2.39058
60 C -0.54452 -2.98326 -4.51440
61 H -2.25347 -3.43089 -5.72927
62 C 3.11739 -2.41963 -5.32540
63 C -1.02533 3.27453 2.41967
64 H -2.94758 -3.21917 -2.35633
65 N 2.35057 -1.19320 -0.51830
66 P 1.59601 2.31770 -2.11650
67 H -0.10965 4.77172 3.64404
68 C -2.42858 -2.71209 -0.34471
69 H 6.37851 -2.55390 -6.22624
70 H 0.26438 0.10076 -3.36607
71 C 3.39133 3.92936 1.17709
72 C 4.53373 -2.42936 -3.38978
73 C -1.42439 -0.35300 -4.58973
74 C -0.79298 0.56787 3.50271
75 H 4.21665 3.65629 1.82201
76 C 2.35201 -6.27988 -1.36634
77 H 3.14976 -7.01149 -1.34840
78 Si 1.70338 -2.47513 -2.88335
79 C -3.21543 4.96952 2.33120
80 C 4.28462 2.98752 -2.82830
81 H -0.68332 0.87432 4.54707
82 C -1.69495 -2.65648 -5.21895
83 O -1.53012 -1.85944 -0.71523
84 N -1.15256 -1.45676 2.14656
85 C 0.11009 -5.62696 -0.78234
86 H 1.00639 6.30317 0.80850
87 H 4.11550 -2.49337 -7.22312
88 H 1.07174 2.85823 1.95582
89 H -0.84296 -5.83862 -0.31287
90 C 1.52074 -4.11085 -2.03573
91 H 4.66641 -2.41573 -2.31503
92 C -2.09144 5.34677 3.06678
93 H 6.64135 -2.49538 -3.76708
94 H 2.45307 0.37724 -3.96969
95 H -2.07262 6.28300 3.60833
96 H -4.11597 3.49509 1.05267
97 C 2.66231 5.08656 1.42633
98 H 6.43815 1.52722 -4.99680
99 C 1.32734 4.11093 -4.31049
100 C 5.65246 -2.47813 -4.20739
101 H -1.77614 0.89749 3.15848
102 C -1.43366 4.26301 -4.11547
103 C 3.29219 1.05391 -3.85235
104 C 4.44944 0.83930 -4.58600
105 C 2.54262 -5.06341 -2.00426
106 H -1.77028 0.67340 -4.60420

Computed properties:
Orbital gap = 6.9 eV
Highest occupied orbital energy = -7.101 eV
LUMO energy = -0.2 eV
Energy above the lowest of the compared OMol25 structures with the same formula, charge and spin = 6.0 kJ/mol
Total charge = 0
Total energy = -3589.21657 hartree

Results of the Mulliken charge analysis, in e, for atoms 1 through 4: number 1, H, carries 0.416; number 2, H, carries 0.441; number 3, C, carries -0.634; number 4, C, carries 0.365